(1)
ORCA calculation (ωB97M-V/def2-TZVPD) on C32H44AuClN4O4 as an isolated structure.

Values from the calculation:
HOMO level (spin up / spin down)	-7.28 / -7.58	eV
<S²>	2.065
gap between HOMO and LUMO (spin up / spin down)	0.264 / 0.205	Eh
2S+1	3
net charge	0

The geometry in XYZ format:
```
86
Properties=species:S:1:pos:R:3:mulliken_spin:R:1
O -0.490 -2.209 -0.478 0.6622
C -0.171 -2.530 -1.693 -0.0333
C 1.090 -3.435 -1.833 0.0134
C 2.147 -3.335 -0.927 -0.0085
H 2.058 -2.631 -0.098 -0.0119
C 3.297 -4.120 -1.091 0.0042
H 4.113 -4.018 -0.387 -0.0002
C 3.376 -5.029 -2.158 -0.0039
H 4.265 -5.643 -2.291 -0.0001
C 2.303 -5.139 -3.048 0.0036
H 2.350 -5.836 -3.883 0.0000
C 1.158 -4.361 -2.876 0.0055
H 0.307 -4.432 -3.562 0.0005
H -0.978 -3.032 -2.349 0.0750
C -1.498 -0.859 -3.349 -0.0008
C -0.094 -1.061 -2.734 0.2576
H -1.410 -0.900 -4.456 0.0070
H -1.986 0.106 -3.054 0.0018
H -2.137 -1.713 -3.054 0.0041
C 1.024 -1.062 -3.597 -0.0635
C 1.262 -0.151 -4.736 0.0227
H 1.750 -1.870 -3.489 -0.0033
H 1.557 -0.760 -5.599 -0.0039
H 2.087 0.555 -4.597 -0.0029
H 0.392 0.440 -5.039 -0.0005
Au 0.439 0.379 -1.386 0.0713
Cl 1.530 2.336 -2.124 0.0081
C 0.384 3.432 0.696 -0.0101
O -0.614 2.765 0.903 0.0038
N 0.755 4.530 1.408 -0.0002
C -0.206 5.099 2.339 0.0000
C 1.891 5.368 1.056 -0.0001
H 1.099 3.160 -0.117 0.0059
H -0.961 4.341 2.554 -0.0006
H -0.689 5.986 1.903 0.0000
H 0.310 5.395 3.261 0.0001
H 2.640 4.761 0.534 0.0001
H 2.332 5.788 1.972 0.0000
H 1.592 6.200 0.397 0.0000
H 0.940 -4.834 2.981 -0.0001
H 1.514 -2.891 4.482 0.0004
C 1.099 -4.096 2.178 0.0007
C 1.344 -2.156 3.685 0.0048
N 0.636 -2.780 2.594 0.0013
H 0.546 -4.396 1.284 -0.0007
C -0.555 -2.289 2.145 0.0079
O -1.039 -1.197 2.447 0.0039
H 0.762 -1.312 4.073 -0.0032
H -1.056 -2.988 1.459 -0.0081
H 2.171 -4.058 1.949 -0.0005
H 2.320 -1.791 3.341 0.0000
H -5.597 1.290 0.205 0.0000
H -5.697 -1.132 1.367 0.0000
C -5.051 0.739 -0.579 0.0000
C -5.064 -1.460 0.529 0.0000
N -4.288 -0.355 -0.008 -0.0003
H -4.376 1.423 -1.099 0.0000
C -2.928 -0.307 0.074 -0.0018
O -2.220 0.535 -0.514 0.0007
H -4.377 -2.239 0.879 -0.0001
H -2.496 -1.091 0.713 0.0023
H -5.801 0.335 -1.276 0.0000
H -5.720 -1.874 -0.251 0.0000
C 5.485 1.107 -1.807 0.1307
C 4.577 0.045 -1.931 -0.0688
C 3.594 -0.130 -0.973 0.0769
C 3.424 0.799 0.092 -0.0735
C 4.322 1.905 0.150 0.1363
C 5.343 2.038 -0.779 -0.0719
N 2.366 0.647 0.935 0.5041
C 2.375 0.987 2.247 -0.0253
C 3.554 1.102 3.046 0.1750
C 3.493 1.567 4.348 -0.0878
C 2.266 1.923 4.914 0.1841
C 1.086 1.738 4.191 -0.1140
C 1.126 1.216 2.908 0.1475
H 6.298 1.210 -2.532 0.0080
H 4.640 -0.664 -2.764 -0.0023
H 2.905 -0.980 -1.018 0.0358
H 4.190 2.632 0.957 0.0061
H 6.038 2.878 -0.686 -0.0014
H 4.514 0.834 2.588 0.0020
H 4.420 1.662 4.924 -0.0018
H 2.227 2.329 5.935 0.0096
H 0.109 1.991 4.632 0.0000
H 0.221 0.988 2.352 0.0209
```


(2)
ORCA calculation (ωB97M-V/def2-TZVPD) on an isolated molecule of C3H9N3O2.

Values from the calculation:
HOMO level	-9.11	eV
energy relative to the best compared isomer or geometry (same formula, charge and spin)	51.30	kcal per mole
gap between HOMO and LUMO	0.365	Eh
2S+1	1
net charge	0

The geometry in XYZ format:
```
17
Properties=species:S:1:pos:R:3:nbo_charge:R:1
N -0.133 -0.480 2.651 -0.8456
C 0.607 -0.389 1.513 0.7742
O 1.768 -0.041 1.487 -0.6630
N -0.103 -0.662 0.355 -0.3177
N -1.498 -0.832 0.454 -0.6585
C 0.465 -0.352 -0.928 -0.2667
C 0.272 1.186 -1.343 -0.0693
O 0.139 1.346 -2.733 -0.7149
H -1.049 -0.889 2.593 0.4128
H 0.363 -0.452 3.524 0.4032
H -1.777 -1.618 -0.131 0.3577
H -1.994 -0.002 0.129 0.3498
H 1.565 -0.333 -0.872 0.2427
H -0.012 -0.971 -1.694 0.2010
H 1.076 1.805 -0.935 0.1736
H -0.672 1.538 -0.918 0.1558
H 0.983 1.144 -3.153 0.4651
```


(3)
ORCA calculation (ωB97M-V/def2-TZVPD) on an isolated molecule of C8H12S.

Values from the calculation:
HOMO level	-8.04	eV
energy relative to the best compared isomer or geometry (same formula, charge and spin)	63.97	kcal per mole
gap between HOMO and LUMO	0.327	Eh
2S+1	1
net charge	0

The geometry in XYZ format:
```
21
Properties=species:S:1:pos:R:3:nbo_charge:R:1
C -0.870 0.363 0.043 0.1429
C 0.362 0.742 -0.152 -0.1010
C -0.652 -1.316 1.391 -0.1664
C -1.676 -2.032 1.779 -0.5284
C 1.526 -0.070 0.368 -0.3148
C -2.248 0.699 -0.300 -0.6947
C 0.755 1.951 -0.972 -0.6370
C 2.144 -0.882 -0.765 -0.6122
S 1.016 -1.208 1.729 0.2721
H -1.569 -2.863 2.460 0.2083
H -2.673 -1.816 1.435 0.2102
H 2.284 0.577 0.818 0.2211
H -2.277 1.533 -1.004 0.2242
H -2.811 0.967 0.593 0.2351
H -2.736 -0.163 -0.758 0.2355
H 1.828 2.113 -0.933 0.2158
H 0.256 2.841 -0.591 0.2248
H 0.459 1.815 -2.011 0.2217
H 1.400 -1.557 -1.180 0.2192
H 2.982 -1.470 -0.396 0.2184
H 2.501 -0.225 -1.555 0.2052
```


(4)
ORCA calculation (ωB97M-V/def2-TZVPD) on an isolated molecule of C6H8FN.

Values from the calculation:
HOMO level	-8.49	eV
energy relative to the best compared isomer or geometry (same formula, charge and spin)	73.11	kcal per mole
gap between HOMO and LUMO	0.317	Eh
2S+1	1
net charge	0

The geometry in XYZ format:
```
16
Properties=species:S:1:pos:R:3:nbo_charge:R:1
C -0.647 -1.321 0.880 -0.6577
C -0.928 -0.726 -0.526 -0.1129
C -1.179 0.511 -0.818 -0.3174
C -0.694 1.683 -0.073 0.1034
N 0.448 1.851 0.524 -0.4033
C 1.392 0.792 0.559 -0.1464
C 1.758 0.086 -0.490 0.2093
F 2.695 -0.849 -0.286 -0.3391
H -1.364 -2.255 0.984 0.2218
H -0.822 -0.533 1.598 0.2179
H 0.356 -1.737 1.088 0.2314
H -1.227 -1.547 -1.137 0.1995
H -1.736 0.818 -1.771 0.2198
H -1.461 2.450 -0.432 0.1847
H 1.925 0.545 1.420 0.2134
H 1.483 0.234 -1.520 0.1756
```


(5)
ORCA calculation (ωB97M-V/def2-TZVPD) on C27H28N2O11P2ReS2Te as an isolated structure.

Values from the calculation:
HOMO level (spin up / spin down)	-10.93 / -10.93	eV
energy relative to the best compared isomer or geometry (same formula, charge and spin)	39.72	kcal per mole
gap between HOMO and LUMO (spin up / spin down)	0.233 / 0.233	Eh
2S+1	1
net charge	+1

The geometry in XYZ format:
```
74
Properties=species:S:1:pos:R:3:mulliken_charge:R:1
Re 1.000 -0.145 -0.008 1.3038
N 3.775 2.286 3.345 -0.1221
C 3.687 1.065 2.502 0.4450
C 4.889 0.170 2.684 -1.5883
P 2.063 0.319 3.043 1.3171
O 2.340 -1.224 3.369 -0.4830
O 1.595 1.073 4.210 -0.8689
O 1.182 0.265 1.772 -0.6059
P 3.425 1.857 0.810 1.2381
O 4.919 2.386 0.541 -0.5814
O 2.550 3.007 1.161 -0.9605
O 3.073 0.915 -0.292 -0.8082
H 3.193 2.152 4.196 0.3703
H 3.290 3.009 2.733 0.2705
H 4.733 2.578 3.552 0.3524
H 4.950 -0.188 3.712 0.3979
H 5.808 0.701 2.430 0.5208
H 4.809 -0.697 2.026 0.2261
H 2.020 -1.438 4.251 0.3029
H 5.331 1.966 -0.214 0.3445
C 0.322 4.435 -0.442 -1.1253
S 0.845 2.750 -0.885 0.3711
O 0.008 1.873 0.006 -0.3396
C -0.102 2.703 -2.425 0.2927
C 0.555 2.912 -3.625 -0.3278
C -0.151 2.814 -4.812 -0.8065
C -1.501 2.503 -4.790 -0.5098
C -2.153 2.296 -3.586 -0.7230
C -1.450 2.391 -2.397 -0.2677
H -0.760 4.485 -0.411 0.3878
H 0.712 5.103 -1.203 0.4435
H 0.755 4.667 0.524 0.3854
H 1.609 3.141 -3.630 0.4571
H 0.352 2.969 -5.754 0.4326
H -2.046 2.417 -5.716 0.4347
H -3.206 2.054 -3.570 0.4975
H -1.932 2.220 -1.445 0.3839
O 0.151 -0.142 -3.879 -0.6033
C -0.111 -0.432 -2.743 0.2858
O 0.721 -0.293 -1.723 0.1689
C -1.421 -1.018 -2.311 0.8386
C -1.722 -1.411 -0.998 -0.3476
C -2.983 -1.970 -0.782 -0.1936
C -3.899 -2.097 -1.810 -0.5907
C -3.602 -1.692 -3.106 -0.7952
C -2.357 -1.156 -3.346 -1.0102
N -5.216 -2.643 -1.510 1.0375
O -5.979 -2.763 -2.438 -0.6228
O -5.448 -2.927 -0.359 -0.6093
H -0.596 -2.349 0.515 0.1437
H -3.269 -2.293 0.207 0.8237
H -4.338 -1.799 -3.888 0.5499
H -2.073 -0.816 -4.332 0.6135
Te 2.690 -2.081 0.262 0.0556
C 1.520 -3.840 0.100 -0.0655
C 1.282 -4.803 1.043 -0.1659
C 0.513 -5.876 0.553 -0.5790
C 0.183 -5.727 -0.757 -0.4837
S 0.801 -4.273 -1.425 -0.1104
H 1.639 -4.737 2.055 0.4730
H 0.222 -6.721 1.149 0.4205
H -0.382 -6.394 -1.378 0.4362
C -0.851 -1.315 0.235 1.1209
C -1.581 -0.696 1.384 -0.1324
C -2.500 0.329 1.182 0.0612
C -3.170 0.900 2.245 -0.9851
C -2.922 0.465 3.536 -0.7863
C -1.994 -0.542 3.755 -0.6025
C -1.331 -1.123 2.689 -0.6365
H -2.699 0.662 0.176 0.3405
H -3.887 1.684 2.059 0.4815
H -3.453 0.910 4.363 0.4206
H -1.804 -0.883 4.761 0.4498
H -0.622 -1.923 2.855 0.5408
```


- 2S+1 of number 4 (C6H8FN)?
  1


- The highest net charge belongs to which entry?
  C27H28N2O11P2ReS2Te


- Among the records above, which one has the highest net charge?
  C27H28N2O11P2ReS2Te